A single C19H24N4O3S molecule in a non-equilibrium geometry. Source: OMol25; level of theory: wB97M-V/def2-TZVPD.

Properties
HOMO, eV: -7.701
SMILES: CCOC(=O)Cc1csc(NC(=O)CN2CCN(c3ccccc3)CC2)n1
Frontier orbital gap, eV: 8.31
E_tot, eV: -43031.3556

```
51
Properties=species:S:1:pos:R:3:lowdin_charge:R:1
C 0.49886 6.14080 -5.56733 -0.06
C 0.23845 4.66380 -5.30958 -0.21
O 0.61214 4.29303 -3.98034 0.00
C -0.27426 4.51738 -3.01203 -0.50
O -1.35959 5.00572 -3.18008 0.11
C 0.25090 4.02699 -1.67368 -0.03
C -0.40137 2.70944 -1.38662 -0.39
C -1.67923 2.52468 -0.95961 -0.33
S -2.04404 0.84522 -0.79409 1.12
C -0.41979 0.52585 -1.33127 -0.58
N 0.04780 -0.76034 -1.44717 0.11
C -0.73130 -1.84331 -1.14869 -0.47
O -1.87701 -1.70673 -0.77368 -0.01
C -0.01625 -3.18444 -1.22312 -0.10
N 0.54332 -3.58187 0.05736 -0.16
C -0.45582 -3.80894 1.08833 -0.15
C 0.21494 -4.46557 2.30123 -0.14
N 1.27672 -3.62703 2.81618 -0.10
C 0.98686 -2.65395 3.76798 -0.23
C 0.18984 -2.98425 4.87100 -0.03
C -0.07124 -2.06550 5.86593 -0.09
C 0.46118 -0.78816 5.80579 -0.11
C 1.26551 -0.45179 4.73293 -0.09
C 1.52530 -1.36457 3.72731 -0.04
C 2.23741 -3.37188 1.76963 -0.15
C 1.59133 -2.70450 0.54832 -0.17
N 0.30126 1.56193 -1.59723 0.11
H 1.54248 6.37821 -5.37533 0.08
H -0.12768 6.74626 -4.91709 0.07
H 0.26462 6.37714 -6.60126 0.08
H 0.84929 4.03548 -5.96095 0.12
H -0.82232 4.43535 -5.45561 0.12
H 1.32870 3.89088 -1.73018 0.12
H -0.01669 4.75310 -0.90635 0.13
H -2.41191 3.27443 -0.74555 0.07
H 1.00039 -0.85997 -1.76756 0.15
H 0.79326 -3.15285 -1.95735 0.12
H -0.74153 -3.94597 -1.51952 0.13
H -1.22369 -4.47222 0.68648 0.13
H -0.94055 -2.87236 1.40968 0.13
H -0.53518 -4.65224 3.06625 0.11
H 0.65423 -5.42019 1.99445 0.13
H -0.21430 -3.98083 4.96285 0.10
H -0.69086 -2.35366 6.70290 0.10
H 0.25547 -0.07008 6.58470 0.10
H 1.69301 0.53869 4.66705 0.10
H 2.14929 -1.05120 2.90464 0.09
H 3.06125 -2.77049 2.15268 0.12
H 2.63759 -4.34217 1.45567 0.13
H 2.34137 -2.57677 -0.23717 0.12
H 1.20303 -1.71296 0.83755 0.12
```

=====

A molecular structure, C3H3O4Tl in a non-equilibrium geometry. Source: OMol25; level of theory: wB97M-V/def2-TZVPD.

Properties
HOMO (alpha / beta), eV: -8.221 / -8.222
Frontier orbital gap (alpha / beta), eV: 5.43 / 5.43
E_tot, eV: -16040.2444

```
11
Properties=species:S:1:pos:R:3:lowdin_charge:R:1
C -1.89653 -0.67223 0.21147 -0.15
C -2.26215 0.82755 0.15755 -0.16
O -1.52736 1.58377 -0.42807 -0.11
O -1.00182 -1.06387 -0.50510 -0.08
H -2.62386 -1.36027 0.68013 0.14
H -3.26367 1.12776 0.51661 0.14
Tl 0.45276 0.62659 -1.33409 1.08
O 2.49171 0.41672 -0.73774 -0.34
O 4.22601 -0.61542 0.23914 -0.03
C 3.04390 -0.23978 0.18760 -0.60
H 2.36100 -0.63082 1.01250 0.11
```

=====

A single C4H5NO molecule in a non-equilibrium geometry. Source: OMol25; level of theory: wB97M-V/def2-TZVPD.

Properties
HOMO, eV: -9.668
SMILES: Cc1cnoc1
Frontier orbital gap, eV: 10.59
E_tot, eV: -7763.7348

```
11
Properties=species:S:1:pos:R:3:lowdin_charge:R:1
C -1.50463 0.02324 0.08809 -0.05
C -0.03138 -0.10648 0.28750 -0.27
C 0.68817 0.98994 -0.27407 -0.16
N 1.88585 0.67402 -0.63922 0.07
O 2.05441 -0.61787 -0.20586 -0.05
C 0.92022 -1.05889 0.37120 -0.07
H -1.92434 -0.78165 -0.50171 0.07
H -2.13601 0.09110 1.01058 0.09
H -1.34633 0.82229 -0.73025 0.10
H 0.42645 2.03546 -0.14281 0.13
H 0.96760 -2.07116 0.73655 0.13
```

=====

2 unconnected molecules or ions with the total composition CH5N2O3 in a non-equilibrium geometry. Source: OMol25; level of theory: wB97M-V/def2-TZVPD.

Properties
HOMO (alpha / beta), eV: -15.472 / -15.476
Frontier orbital gap (alpha / beta), eV: 8.33 / 8.34
Total charge: +1
E_tot, eV: -10225.4765

```
11
Properties=species:S:1:pos:R:3:lowdin_charge:R:1
C -0.58554 -1.89582 -0.47390 -0.04
N 0.72305 2.02292 0.93599 0.17
N 0.75982 0.04424 -0.09734 -0.11
O 1.72631 -0.30122 -0.68147 0.16
O -0.32852 2.64121 0.52498 0.05
O -0.34229 -0.64183 0.11501 -0.07
H -0.79211 -1.74989 -1.54415 0.11
H -1.70479 -2.06579 -0.17857 0.14
H 0.05751 -2.75968 -0.16992 0.12
H 1.64272 2.31353 0.36849 0.19
H -1.15617 2.39232 1.20089 0.26
```

=====

A molecular structure, C5H3N2O4 in a non-equilibrium geometry. Source: OMol25; level of theory: wB97M-V/def2-TZVPD.

Properties
HOMO (alpha / beta), eV: -4.801 / -4.801
Frontier orbital gap (alpha / beta), eV: 8.51 / 8.51
Total charge: -1
E_tot, eV: -16402.4379

```
14
Properties=species:S:1:pos:R:3:lowdin_charge:R:1
C 1.91124 0.03801 -0.03904 -0.11
C 1.15704 -1.15735 -0.06305 -0.04
C 1.01142 1.08400 0.18254 -0.17
C -0.11214 -0.74212 0.10727 -0.30
C -1.60962 1.83434 -0.21694 -0.59
N -0.22634 0.61369 0.27304 0.07
N -1.15812 -1.64363 0.13773 -0.34
O -1.82372 2.54021 0.73040 0.06
O -1.79831 1.54712 -1.33353 0.11
O -1.01083 -2.73020 -0.41806 0.02
O -2.21666 -1.38828 0.76391 0.02
H 2.99094 0.00578 -0.05335 0.07
H 1.36574 -2.11117 -0.37735 0.07
H 1.51935 2.10959 0.30643 0.13
```

=====

A single C7H13NO molecule in a non-equilibrium geometry. Source: OMol25; level of theory: wB97M-V/def2-TZVPD.

Properties
HOMO, eV: -8.557
SMILES: C=C(O)/C(C)=C(\N)CC
Frontier orbital gap, eV: 9.32
E_tot, eV: -11004.1269

```
22
Properties=species:S:1:pos:R:3:lowdin_charge:R:1
C -1.38295 -2.75114 0.05668 0.01
C -0.48227 -1.93878 0.61079 -0.29
O -0.44360 -1.85976 2.00111 0.00
C 0.36842 -0.56745 -0.19340 -0.16
C 1.84459 -0.71975 -0.17699 -0.07
C -0.56934 0.26230 -0.48879 -0.30
N -1.89515 0.44689 -0.30408 0.10
C 0.32754 1.66899 -1.03655 -0.16
C 0.56743 2.61701 0.12164 -0.12
H -1.53494 -2.73350 -1.00999 0.05
H -1.94277 -3.46072 0.65205 0.06
H 0.38846 -1.44826 2.25676 0.09
H 2.09882 -1.71347 0.18757 0.08
H 2.33073 0.01834 0.46471 0.08
H 2.24066 -0.59447 -1.18552 0.08
H -2.14480 1.01703 0.49691 0.10
H -2.51168 -0.35051 -0.37501 0.08
H -0.37954 2.08244 -1.75513 0.09
H 1.24315 1.42402 -1.56906 0.08
H 0.92264 3.58517 -0.23813 0.07
H -0.35515 2.79965 0.67354 0.07
H 1.30976 2.21597 0.81090 0.06
```

=====

Computed ΔE to the lowest compared entry with this formula, charge and spin (eV) in order:
1.4047, 2.2105, 2.7916, 2.7798, 0.0000, 3.6260